Record 1
{"formula": "C30H27Br2IrN4OS2", "method": "ωB97M-V/def2-TZVPD", "de_lowest_kcal_mol": 1.3, "s2": 0.754, "lumo_energy_ev": [-3.36, -3.36], "multiplicity": 2, "charge": 1, "species": ["Ir", "C", "N", "C", "C", "N", "C", "C", "C", "C", "C", "C", "C", "S", "C", "C", "C", "C", "C", "C", "S", "H", "H", "H", "H", "H", "H", "H", "H", "H", "H", "H", "H", "H", "H", "H", "H", "H", "H", "Br", "C", "C", "C", "Br", "C", "C", "C", "C", "N", "C", "C", "O", "H", "H", "H", "H", "C", "C", "C", "N", "C", "C", "H", "H", "H", "H", "H"], "positions_angstrom": [[-0.60020, -0.39597, 0.57139], [0.66903, 2.73811, 0.99755], [1.34752, 2.89234, -0.25847], [2.75206, 2.57528, -0.44863], [3.06409, 1.20092, -1.03459], [2.95913, 0.07918, -0.07836], [4.11163, 0.10729, 0.81808], [2.77336, -1.17979, -0.75050], [3.74663, -2.17831, -0.68896], [3.59572, -3.38805, -1.35428], [2.46842, -3.62128, -2.11952], [1.48382, -2.64746, -2.17796], [1.59872, -1.44401, -1.48920], [0.23469, -0.30817, -1.56443], [0.44704, 2.96305, -1.31656], [0.72719, 3.37938, -2.61191], [-0.29309, 3.37815, -3.55268], [-1.58253, 2.97578, -3.22630], [-1.86822, 2.55201, -1.93559], [-0.84968, 2.55606, -1.00515], [-0.92941, 1.89048, 0.63933], [1.26096, 2.20239, 1.73577], [1.94198, 0.17964, 2.00317], [0.37112, 3.70582, 1.41416], [3.25161, 2.72845, 0.50923], [3.18243, 3.32382, -1.11851], [4.08588, 1.22728, -1.44132], [2.38535, 1.02167, -1.86462], [5.06907, 0.02173, 0.28771], [4.04890, -0.69880, 1.54969], [4.12705, 1.05235, 1.36018], [4.65750, -2.01889, -0.13244], [4.37836, -4.13233, -1.28542], [2.34893, -4.55018, -2.66152], [0.58426, -2.81698, -2.75668], [1.72395, 3.69964, -2.88441], [-0.07758, 3.70466, -4.56139], [-2.36188, 2.98907, -3.97500], [-2.86173, 2.21518, -1.66908], [3.13543, 1.01548, 4.27697], [1.29197, 0.70445, 4.48722], [0.67352, 1.02358, 5.71270], [-0.65344, 0.77539, 5.89055], [-1.43389, 1.16927, 7.55914], [-1.44410, 0.23790, 4.83810], [-2.82664, -0.03437, 4.94171], [-3.50194, -0.51582, 3.85950], [-2.81411, -0.69740, 2.64957], [-1.52723, -0.46044, 2.51412], [-0.81952, -0.02865, 3.60305], [0.57969, 0.16927, 3.45391], [1.11924, -0.26600, 2.28114], [1.26824, 1.44400, 6.51073], [-3.33327, 0.14625, 5.87917], [-4.55843, -0.73573, 3.90600], [-3.33448, -1.02761, 1.76023], [-0.14686, -5.22945, 0.27625], [-1.20240, -4.56965, -0.33133], [-1.30798, -3.20019, -0.18574], [-0.43018, -2.48458, 0.52946], [0.59146, -3.12434, 1.11452], [0.76467, -4.49028, 1.01159], [-0.03370, -6.30022, 0.17294], [-1.93636, -5.10005, -0.92070], [-2.10090, -2.64093, -0.66296], [1.28668, -2.50904, 1.66516], [1.61120, -4.95611, 1.49501]]}

=====

Record 2
{"formula": "C3H6N3", "method": "ωB97M-V/def2-TZVPD", "de_lowest_kcal_mol": 87.0, "lumo_energy_ev": -5.88, "multiplicity": 1, "charge": 1, "species": ["C", "C", "C", "N", "N", "N", "H", "H", "H", "H", "H", "H"], "positions_angstrom": [[-1.58042, -0.82694, -0.12701], [-1.63200, 0.67650, -0.09255], [0.36764, -0.00616, 0.26157], [-0.34130, -1.18485, -0.04205], [-0.45034, 1.12476, 0.24288], [1.68386, 0.01212, -0.26531], [-2.45428, -1.33824, -0.27086], [-2.44096, 1.38398, -0.21035], [0.80373, 0.27891, 1.82859], [1.96749, -0.90353, -0.27186], [2.24849, 0.62860, 0.16975], [1.82809, 0.15486, -1.22281]]}

=====

Record 3
{"formula": "C24H42N2O14S2", "method": "ωB97M-V/def2-TZVPD", "de_lowest_kcal_mol": 0.0, "lumo_energy_ev": -0.15, "multiplicity": 1, "species": ["C", "C", "O", "C", "O", "O", "H", "H", "H", "H", "C", "C", "O", "C", "O", "O", "H", "H", "H", "H", "C", "C", "O", "C", "O", "O", "H", "H", "H", "H", "C", "C", "O", "C", "O", "O", "H", "H", "H", "H", "C", "C", "C", "C", "N", "H", "H", "H", "H", "H", "H", "H", "C", "C", "C", "C", "N", "H", "H", "H", "H", "H", "H", "H", "C", "S", "O", "C", "H", "H", "H", "H", "H", "H", "C", "S", "O", "C", "H", "H", "H", "H", "H", "H"], "positions_angstrom": [[-0.93961, 4.81661, -5.65285], [-0.16230, 3.56995, -6.02785], [0.04850, 2.94706, -4.74054], [-0.24405, 3.77824, -3.75874], [-0.11704, 3.59102, -2.58718], [-0.75434, 4.94187, -4.24396], [-2.02580, 4.69020, -5.76701], [-0.73331, 5.77234, -6.13221], [0.82677, 3.76628, -6.44776], [-0.62941, 2.83609, -6.67885], [-3.26178, 2.61438, 4.46012], [-2.72807, 2.49840, 2.99118], [-1.76724, 3.58431, 2.98958], [-2.14868, 4.50275, 3.89233], [-1.81196, 5.64338, 3.85255], [-2.96242, 3.94339, 4.80146], [-2.75439, 1.89446, 5.09915], [-4.34861, 2.54930, 4.38907], [-3.40940, 2.74111, 2.17797], [-2.23550, 1.53594, 2.87308], [-2.74991, -1.44675, -3.71259], [-1.43182, -2.09865, -3.19678], [-0.91749, -2.83989, -4.28950], [-1.52333, -2.40277, -5.42123], [-1.23437, -2.74929, -6.50983], [-2.58529, -1.63535, -5.11604], [-2.61485, -0.37635, -3.58227], [-3.63706, -1.93235, -3.31943], [-1.57341, -2.74334, -2.33390], [-0.77516, -1.26923, -2.94458], [4.22310, -2.27501, 0.79669], [4.18186, -2.87336, -0.61106], [3.25888, -3.92715, -0.46182], [2.45981, -3.70280, 0.62899], [1.51669, -4.36111, 0.90745], [3.00806, -2.74989, 1.37534], [4.18588, -1.18926, 0.74825], [5.20325, -2.55743, 1.18266], [5.16367, -3.21457, -0.93056], [3.86411, -2.08602, -1.29902], [1.07949, -3.36793, 4.95710], [0.67359, -2.18973, 4.06367], [0.08830, -1.00819, 4.79816], [0.90075, -0.02006, 5.47645], [1.57981, 0.75880, 5.98137], [1.48733, -3.02052, 5.90748], [1.80897, -3.97860, 4.42944], [0.19846, -3.97281, 5.17616], [-0.11453, -2.55192, 3.40129], [1.47922, -1.85610, 3.40793], [-0.79160, -1.32571, 5.35815], [-0.37691, -0.31491, 4.07819], [3.92917, 0.19620, -3.00813], [3.86505, 1.58424, -3.72841], [2.87165, 2.57849, -3.10519], [3.19246, 3.09951, -1.77063], [3.40870, 3.59709, -0.76302], [4.93815, -0.21172, -3.04410], [3.24493, -0.48540, -3.51385], [3.57915, 0.18918, -1.97572], [3.56772, 1.31778, -4.74129], [4.87924, 1.97818, -3.76648], [1.90541, 2.09553, -2.96184], [2.70162, 3.40440, -3.79574], [-3.35287, -2.17055, 4.89252], [-3.54250, -1.28780, 3.30182], [-2.19360, -0.95889, 2.73536], [-4.01174, -2.79092, 2.34109], [-2.92791, -3.16807, 4.78029], [-4.40063, -2.39317, 5.12524], [-2.87647, -1.58170, 5.66660], [-5.05600, -3.05775, 2.53299], [-3.33432, -3.63849, 2.36939], [-4.11713, -2.44777, 1.30770], [0.67061, 0.18846, 0.82337], [0.80889, 0.38186, -0.97467], [1.34174, -0.93036, -1.45348], [-0.96575, 0.68347, -1.28674], [-0.37280, 0.16339, 1.14462], [1.21433, 1.01684, 1.27674], [1.05493, -0.74947, 1.22619], [-1.10159, 1.21857, -2.22919], [-1.25586, 1.47680, -0.59572], [-1.54149, -0.23677, -1.24544]]}

=====

Record 4
{"formula": "C25H36AsN5NiO4P2", "method": "ωB97M-V/def2-TZVPD", "s2": 2.007, "lumo_energy_ev": [-4.59, -6.51], "multiplicity": 3, "charge": 2, "species": ["Ni", "C", "C", "C", "C", "C", "C", "As", "C", "C", "C", "C", "C", "C", "C", "C", "C", "C", "C", "C", "H", "H", "H", "H", "H", "H", "H", "H", "H", "H", "H", "H", "H", "H", "H", "N", "N", "N", "C", "N", "N", "H", "H", "H", "C", "O", "P", "O", "C", "O", "C", "H", "H", "H", "H", "H", "H", "H", "H", "H", "C", "P", "C", "C", "O", "H", "H", "H", "H", "H", "H", "H", "H", "H"], "positions_angstrom": [[0.50045, 0.94605, 0.19525], [-3.41198, -2.95613, -2.83136], [-3.19157, -1.59033, -2.74049], [-2.24239, -1.10058, -1.85060], [-1.52421, -1.98694, -1.05645], [-1.73560, -3.36065, -1.15291], [-2.68563, -3.84081, -2.03977], [-0.14142, -1.35134, 0.11372], [1.41948, -2.26928, -0.58021], [1.72936, -1.99454, -1.91230], [2.79585, -2.63825, -2.52001], [3.56005, -3.54928, -1.79852], [3.25338, -3.81830, -0.47429], [2.18061, -3.17980, 0.14000], [-0.55296, -2.09746, 1.83988], [-1.86205, -2.47125, 2.12943], [-2.19026, -2.90364, 3.40878], [-1.21719, -2.96094, 4.39732], [0.08890, -2.58055, 4.11218], [0.41918, -2.13999, 2.83805], [-4.14857, -3.33828, -3.52665], [-3.75453, -0.90700, -3.36379], [-2.05687, -0.03444, -1.78887], [-1.16418, -4.04953, -0.54342], [-2.85697, -4.90634, -2.11829], [1.12347, -1.29577, -2.47927], [3.02483, -2.44483, -3.56126], [4.38748, -4.05847, -2.27565], [3.83941, -4.53787, 0.08354], [1.93486, -3.42297, 1.16390], [-2.61961, -2.44478, 1.35741], [-3.20559, -3.20831, 3.62882], [-1.47272, -3.31671, 5.38813], [0.85278, -2.63862, 4.87849], [1.43752, -1.83666, 2.62790], [-0.93107, 0.97838, 5.20838], [-0.06758, 0.96824, 4.15864], [1.23420, 1.00878, 4.33715], [1.66423, 1.06999, 3.08395], [0.64599, 1.04776, 2.21951], [-0.47557, 0.98416, 2.93567], [-0.47806, 0.64457, 6.04550], [-1.81547, 0.56076, 4.96296], [2.70683, 1.11445, 2.81325], [-2.52792, 3.30768, -2.30594], [-1.56678, 2.36184, -1.75163], [-1.21443, 2.34533, -0.21909], [-2.56304, 2.21747, 0.59691], [-3.18598, 0.95116, 0.90067], [-0.82895, 3.86070, 0.05956], [-0.62537, 4.37297, 1.39618], [-2.80838, 2.91964, -3.27849], [-2.05682, 4.28140, -2.40560], [-3.40265, 3.38014, -1.66351], [-3.81107, 0.63737, 0.06780], [-3.80098, 1.10890, 1.77995], [-2.44368, 0.18655, 1.11799], [-0.61978, 5.45407, 1.31626], [0.33380, 4.03333, 1.78553], [-1.43495, 4.05953, 2.05202], [1.50317, 3.39287, -3.13068], [2.54800, 2.32611, -2.15886], [3.73489, 3.35935, -1.31999], [3.43012, 1.24284, -3.26215], [1.73294, 1.50776, -1.15975], [2.11609, 4.00907, -3.79157], [0.93273, 4.03857, -2.46082], [0.81446, 2.79412, -3.72772], [4.34435, 3.90042, -2.04518], [4.38189, 2.74001, -0.69812], [3.20506, 4.07701, -0.69250], [4.13103, 1.80739, -3.87850], [2.71490, 0.73012, -3.90632], [3.97060, 0.50377, -2.67010]]}

=====

Record 5
{"formula": "C6H10F6NO4PtS2Se2", "method": "ωB97M-V/def2-TZVPD", "de_lowest_kcal_mol": 1.4, "s2": 6.018, "lumo_energy_ev": [-10.22, -14.12], "multiplicity": 5, "charge": 3, "species": ["Pt", "F", "C", "F", "F", "S", "O", "O", "N", "S", "O", "O", "C", "F", "F", "F", "C", "Se", "C", "C", "Se", "C", "H", "H", "H", "H", "H", "H", "H", "H", "H", "H"], "positions_angstrom": [[0.20308, 0.34984, -1.45297], [2.09266, -2.34888, -4.85137], [1.16570, -2.80111, -4.06172], [0.03564, -2.13578, -4.18975], [0.99621, -4.08341, -4.14576], [1.78984, -2.44793, -2.28833], [1.66864, -0.99457, -2.02813], [3.04014, -3.02618, -2.00879], [0.59513, -3.30634, -1.40766], [-0.18837, -2.46183, -0.18221], [0.75395, -1.93819, 0.74934], [-1.03494, -1.49365, -0.88912], [-1.22906, -3.83784, 0.64989], [-0.34987, -4.63426, 1.18270], [-1.96295, -4.41417, -0.25202], [-1.94288, -3.20850, 1.54993], [0.29626, 1.45687, 4.71588], [0.81936, 1.82986, 2.89071], [-0.94462, 2.19809, 2.12437], [-0.95668, 3.13932, 0.92862], [-0.87983, 2.38172, -0.89889], [0.00662, 3.84921, -1.85997], [-0.56293, 0.78697, 4.70438], [0.04095, 2.41998, 5.16656], [1.16487, 1.01430, 5.19904], [-1.52119, 2.66419, 2.92798], [-1.40850, 1.22635, 1.93146], [-0.16762, 3.89222, 0.94539], [-1.91619, 3.66233, 0.90823], [1.04171, 3.90044, -1.52975], [-0.55682, 4.74769, -1.61059], [-0.08830, 3.61325, -2.91747]]}

=====

Record 6
{"formula": "C29H22Br3N5O4W", "method": "ωB97M-V/def2-TZVPD", "de_lowest_kcal_mol": 20.6, "lumo_energy_ev": [-6.91, -6.91], "multiplicity": 1, "charge": 2, "species": ["W", "O", "C", "C", "C", "C", "C", "C", "C", "O", "N", "N", "C", "C", "C", "C", "C", "C", "N", "H", "H", "H", "H", "H", "H", "H", "H", "H", "H", "O", "C", "C", "C", "N", "C", "Br", "C", "H", "H", "H", "H", "C", "C", "C", "C", "C", "C", "Br", "C", "C", "Br", "C", "O", "C", "N", "H", "H", "H", "H", "H", "H", "C", "H", "H"], "positions_angstrom": [[0.23255, -0.52879, -0.47101], [-0.89100, 4.30405, 2.11522], [-0.28334, 4.67691, 0.98271], [-0.23457, 6.04279, 0.71111], [0.38427, 6.49682, -0.42971], [0.97129, 5.61163, -1.34732], [0.91890, 4.26711, -1.10344], [0.29318, 3.77040, 0.06345], [0.19571, 2.36674, 0.29335], [0.63450, 1.53187, -0.77399], [-0.25281, 1.79843, 1.35254], [-0.40863, 0.42873, 1.20176], [-1.11438, -0.17604, 2.11591], [-1.38527, -1.53242, 1.79175], [-2.02639, -2.46165, 2.61847], [-2.21985, -3.74021, 2.16764], [-1.76986, -4.09153, 0.88398], [-1.12713, -3.16396, 0.11828], [-0.92504, -1.89101, 0.56428], [-0.79423, 3.34436, 2.24611], [-0.68317, 6.72254, 1.42237], [0.41984, 7.56183, -0.61995], [1.45534, 5.98894, -2.23635], [1.35276, 3.57265, -1.80945], [-1.45466, 0.34791, 2.99791], [-2.35686, -2.14641, 3.59920], [-2.71444, -4.47430, 2.78880], [-1.93089, -5.08473, 0.48980], [-0.76119, -3.39274, -0.87456], [-6.67697, 1.38929, -1.90304], [-5.44330, 1.47516, -1.39586], [-5.09039, 2.29736, -0.32512], [-3.77982, 2.29542, 0.10351], [-2.81824, 1.54102, -0.45332], [-3.20883, 0.79337, -1.45111], [-1.79998, -0.23003, -2.29802], [-4.46463, 0.68394, -1.99538], [-7.29123, 1.97842, -1.44530], [-5.82298, 2.92976, 0.15914], [-3.47325, 2.93084, 0.92621], [-4.70326, 0.04528, -2.83343], [1.83703, -1.50312, 2.58927], [2.19815, -2.31985, 1.39049], [3.06672, -3.41280, 1.57036], [3.53078, -4.13364, 0.51022], [3.13808, -3.77325, -0.79312], [3.59473, -4.38513, -1.99543], [4.80970, -5.80859, -1.91871], [3.16450, -3.94466, -3.21349], [2.23103, -2.88843, -3.30032], [1.63483, -2.30961, -4.96839], [1.75749, -2.30557, -2.16092], [0.79898, -1.33916, -2.13420], [2.22620, -2.71833, -0.90648], [1.74859, -2.00025, 0.17526], [2.70358, -1.42996, 3.24508], [1.04329, -1.98633, 3.16238], [1.52183, -0.50252, 2.31639], [3.38145, -3.65072, 2.57712], [4.20810, -4.96424, 0.65939], [3.52801, -4.40460, -4.12137], [1.86933, 0.79771, -0.36856], [2.54624, 0.76007, -1.21693], [2.31161, 1.23533, 0.51913]]}